(1)
This record from the OMol25 dataset describes C3H4OS in the gas phase in a non-equilibrium geometry. The level of theory is ωB97M-V/def2-TZVPD.

Structure (XYZ):
```
9
C3H4OS | the OMol25 dataset | ωB97M-V/def2-TZVPD
C 1.5159 -0.8913 -0.7167
C 0.2368 -0.8691 0.1415
C -0.8831 0.1820 0.0053
O 2.1078 0.2094 -0.8070
S 0.2254 -1.9536 1.4086
H 1.9021 -1.8954 -1.1908
H -1.7162 0.0711 0.7466
H -1.2898 0.1901 -0.9864
H -0.4121 1.1134 0.2966
```

Its LUMO energy is -1.0319 eV. As for the structure (SMILES): CC(=S)C=O. The value obtained for the total energy is -590.08044 a.u. Its relative energy (zero: lowest compared OMol25 entry of this formula, charge and spin) is 1.2030 eV.

(2)
This record from the OMol25 dataset describes C3H4OS in the gas phase in a non-equilibrium geometry. The level of theory is ωB97M-V/def2-TZVPD.

Structure (XYZ):
```
9
C3H4OS | the OMol25 dataset | ωB97M-V/def2-TZVPD
C 1.4781 0.1624 0.0392
C 0.1505 0.7618 -0.0067
C 0.2587 -0.7116 -0.0110
O 3.7167 -0.8258 -0.0208
S 3.0078 0.4830 -0.0045
H -0.0667 1.4952 0.7520
H -0.1314 1.1698 -1.0508
H -0.1384 -1.0416 -0.9210
H 0.1538 -1.3349 0.9132
```

Its LUMO energy is 0.0487 eV. The value obtained for the total energy is -590.02329 a.u. Its relative energy (zero: lowest compared OMol25 entry of this formula, charge and spin) is 2.7584 eV.

Please write out number 2 again, unchanged.
This record from the OMol25 dataset describes C3H4OS in the gas phase in a non-equilibrium geometry. The level of theory is ωB97M-V/def2-TZVPD.

Structure (XYZ):
```
9
C3H4OS | the OMol25 dataset | ωB97M-V/def2-TZVPD
C 1.4781 0.1624 0.0392
C 0.1505 0.7618 -0.0067
C 0.2587 -0.7116 -0.0110
O 3.7167 -0.8258 -0.0208
S 3.0078 0.4830 -0.0045
H -0.0667 1.4952 0.7520
H -0.1314 1.1698 -1.0508
H -0.1384 -1.0416 -0.9210
H 0.1538 -1.3349 0.9132
```

Its LUMO energy is 0.0487 eV. The value obtained for the total energy is -590.02329 a.u. Its relative energy (zero: lowest compared OMol25 entry of this formula, charge and spin) is 2.7584 eV.

What did the first record say?
This record from the OMol25 dataset describes C3H4OS in the gas phase in a non-equilibrium geometry. The level of theory is ωB97M-V/def2-TZVPD.

Structure (XYZ):
```
9
C3H4OS | the OMol25 dataset | ωB97M-V/def2-TZVPD
C 1.5159 -0.8913 -0.7167
C 0.2368 -0.8691 0.1415
C -0.8831 0.1820 0.0053
O 2.1078 0.2094 -0.8070
S 0.2254 -1.9536 1.4086
H 1.9021 -1.8954 -1.1908
H -1.7162 0.0711 0.7466
H -1.2898 0.1901 -0.9864
H -0.4121 1.1134 0.2966
```

Its LUMO energy is -1.0319 eV. As for the structure (SMILES): CC(=S)C=O. The value obtained for the total energy is -590.08044 a.u. Its relative energy (zero: lowest compared OMol25 entry of this formula, charge and spin) is 1.2030 eV.

> LUMO of number 1 (C3H4OS)?

-1.0319 eV